Record 1
ORCA calculation (ωB97M-V with the def2-TZVPD basis set) on C20H28BClF4N2O2Sm as an isolated structure at a distorted geometry.

```
! RIJCOSX wB97M-V def2-TZVPD def2/J DEFGRID3
* xyz -1 6
Sm 0.2304 -0.0017 0.4546
Cl 2.1957 -0.0482 -0.9627
N 0.2502 2.2000 0.6189
N 0.1781 -2.2021 0.6419
C -0.2846 2.9116 -0.3648
C -0.3464 -2.9077 -0.3514
C 1.2164 2.9463 1.3952
C 1.4893 4.0531 0.3981
C 2.4594 2.1482 1.7759
C 0.4326 3.4063 2.6011
H 2.9525 1.7247 0.8885
H 2.2302 1.3387 2.4868
H 3.1311 2.8617 2.2704
H -0.4440 3.9824 2.2753
H 1.0981 4.0305 3.1896
H 0.0988 2.5601 3.2080
C 1.1057 -2.9647 1.4490
C 1.3688 -4.0934 0.4737
C 0.2838 -3.3868 2.6445
C 2.3675 -2.2022 1.8400
H 2.8796 -1.7941 0.9562
H 3.0135 -2.9349 2.3400
H 2.1555 -1.3908 2.5509
H -0.6031 -3.9401 2.3073
H -0.0366 -2.5240 3.2334
H 0.9190 -4.0225 3.2537
O 0.2048 -4.1020 -0.4446
H 1.4159 -5.0524 0.9699
H 2.2374 -3.8781 -0.1580
O 0.2972 4.0877 -0.4877
H 2.3321 3.8007 -0.2548
H 1.5817 5.0156 0.8809
C -1.4275 2.5230 -1.2158
C -1.4521 -2.5043 -1.2439
C -1.3169 -1.2186 -2.0320
H -2.3571 -2.4468 -0.6035
H -1.5622 -3.3451 -1.9432
C -1.2116 0.0108 -1.4208
C -1.3092 1.2466 -2.0199
H -1.8107 0.0232 0.6987
C -1.6006 1.2364 -3.3856
C -1.7185 0.0255 -4.0411
C -1.8480 2.5117 -4.1075
C -1.6085 -1.1925 -3.3975
H -1.9411 0.0311 -5.0999
C -1.8647 -2.4591 -4.1313
H -1.9875 -2.2223 -5.1910
H -2.7823 -2.9658 -3.7976
H -1.0298 -3.1646 -4.0357
H -2.7651 3.0187 -3.7726
H -1.9679 2.2859 -5.1701
H -1.0110 3.2131 -4.0016
H -1.5667 3.3717 -1.9007
H -2.3057 2.4525 -0.5407
F 0.0427 0.0216 2.6846
B -0.0243 -0.0169 4.2077
F 0.6010 1.1700 4.5308
F -1.3571 -0.1128 4.3841
F 0.7718 -1.1152 4.4664
*
```

The HOMO energy (spin up / spin down) comes out at -2.55 / -2.44 eV. As for the maximum force: 0.0841 Eh/bohr. The LUMO energy (spin up / spin down) is 2.75 / 2.75 eV.

=====

Record 2
ORCA calculation (ωB97M-V with the def2-TZVPD basis set) on C20H28BN8O4Sc as an isolated structure.

```
! RIJCOSX wB97M-V def2-TZVPD def2/J DEFGRID3
* xyz 3 2
Sc -0.0139 0.1528 -0.2051
C 3.0565 0.1455 -1.0708
C 2.7709 -1.2579 -0.5912
O 1.6593 -1.1942 0.3334
C 1.9053 -1.4130 1.7458
C 1.6721 -0.1018 2.4586
O 0.3964 0.3653 1.9680
C -0.0426 1.6648 2.4190
C 0.6814 2.7233 1.6168
O 0.6732 2.2598 0.2467
C 1.6612 2.9022 -0.5903
C 1.7549 2.0711 -1.8497
O 1.7776 0.6741 -1.4858
H 3.7450 0.1416 -1.9171
H 3.4740 0.7626 -0.2711
H 3.6429 -1.6991 -0.1121
H 2.4597 -1.8982 -1.4151
H 2.9183 -1.7775 1.9054
H 1.1980 -2.1725 2.0756
H 2.4526 0.6263 2.2235
H 1.6227 -0.2403 3.5395
H 0.1308 1.7830 3.4884
H -1.1177 1.6891 2.2344
H 1.7188 2.8416 1.9360
H 0.1789 3.6879 1.6951
H 2.6084 2.9305 -0.0476
H 1.3597 3.9257 -0.8182
H 2.6377 2.3340 -2.4324
H 0.8704 2.1979 -2.4741
C -3.1105 2.6429 -2.1353
C -1.9830 2.5221 -1.3374
N -1.7341 1.2340 -1.0559
N -2.7093 0.5116 -1.6718
C -3.5386 1.3435 -2.3243
B -2.7649 -1.0236 -1.4864
N -2.8281 -1.3592 -0.0065
C -3.7301 -1.9413 0.7934
C -3.1989 -2.0266 2.0657
C -1.9375 -1.4611 1.9530
N -1.7006 -1.0521 0.6953
N -1.4967 -1.7005 -2.0619
C -1.7347 -2.4360 -3.2896
C -0.6617 -1.9107 -4.1896
C 0.1417 -1.1467 -3.4110
N -0.3557 -0.9971 -2.1374
N -3.7903 -1.6407 -2.4502
C -5.1109 -1.7006 -2.6737
C -5.3353 -2.3223 -3.8926
C -4.0810 -2.6373 -4.3947
N -3.1695 -2.1932 -3.5247
H -3.5602 3.5432 -2.5164
H -1.3465 3.3002 -0.9498
H -4.3850 0.9745 -2.8801
H -4.6854 -2.2728 0.4185
H -3.6613 -2.4448 2.9425
H -1.1980 -1.3288 2.7235
H -1.6101 -3.5175 -3.1398
H -0.4787 -2.2258 -5.2043
H 1.0700 -0.6711 -3.6835
H -5.8159 -1.2902 -1.9675
H -6.2862 -2.5231 -4.3556
H -3.7957 -3.1445 -5.3032
*
```

The HOMO energy (spin up / spin down) comes out at -16.94 / -17.69 eV. As for the maximum force: 0.0026 Eh/bohr. As for the energy relative to the best compared isomer or geometry (same formula, charge and spin): 0.00 kJ/mol. The LUMO energy (spin up / spin down) is -8.47 / -9.76 eV.